(1)
# C36H38GeN2O3STc

A structure of composition C36H38GeN2O3STc (ωB97M-V/def2-TZVPD, the OMol25 dataset).

Geometry as XYZ:
```
82
Properties=species:S:1:pos:R:3:forces:R:3:mulliken_charge:R:1
Tc 0.2490 1.2015 0.0238 -0.43 -0.12 -0.31 -0.5522
C 3.5776 3.2551 -1.0950 -0.01 -0.02 0.04 -1.8067
C 3.1286 2.0284 -0.2927 0.20 -0.08 -0.61 2.2319
C 3.6821 2.0987 1.1323 0.14 -0.11 -0.02 -2.0579
C 3.5593 0.7406 -0.9819 0.12 0.12 0.02 -1.2570
N 1.6835 2.1117 -0.1840 0.07 -0.03 0.85 -0.8411
H 4.6600 3.2334 -1.2253 0.00 0.00 0.01 0.3755
H 3.3048 4.1744 -0.5768 -0.01 0.00 -0.01 0.4397
H 3.1121 3.2607 -2.0808 0.00 -0.01 0.01 0.4127
H 4.7519 2.3038 1.0793 0.00 -0.03 0.02 0.4995
H 3.5459 1.1482 1.6586 -0.02 0.11 -0.07 0.3055
H 3.2136 2.9060 1.6950 0.02 0.05 -0.01 0.5381
H 4.6422 0.6276 -0.9158 0.00 0.00 -0.02 0.4336
H 3.2825 0.7562 -2.0386 -0.01 0.04 0.10 0.4547
H 3.0962 -0.1268 -0.5109 0.07 0.02 0.01 -0.0023
C -4.7346 6.9277 -3.0073 0.00 -0.01 0.00 -1.4412
C -4.1271 5.6833 -2.4252 0.00 -0.01 0.01 0.8445
C -4.3958 5.3079 -1.1089 0.01 0.00 -0.02 -0.8857
C -3.8231 4.1757 -0.5592 -0.02 0.00 0.00 -0.6331
C -2.9632 3.4158 -1.3409 0.06 -0.01 0.11 0.1090
C -2.6744 3.7623 -2.6521 0.04 -0.02 0.00 -0.2286
C -3.2654 4.8948 -3.1844 -0.01 0.03 0.00 -0.7336
S -2.2885 1.9608 -0.6508 -0.22 0.03 -0.28 1.8485
O -3.2820 0.9411 -0.5483 -0.03 0.12 -0.01 -0.5813
O -1.6094 2.2784 0.6422 0.00 -0.22 0.16 -0.7691
O -1.1065 1.5829 -1.5217 0.05 -0.16 -0.15 -0.8974
H -5.6476 7.2055 -2.4836 0.00 0.00 0.00 0.3721
H -4.9674 6.7955 -4.0631 0.00 0.00 0.00 0.3799
H -4.0368 7.7635 -2.9260 0.00 0.00 0.00 0.3000
H -5.0659 5.9102 -0.5088 0.00 0.00 0.00 0.3546
H -4.0374 3.8882 0.4621 -0.01 0.00 -0.01 0.4264
H -2.0007 3.1564 -3.2423 -0.01 0.01 0.01 0.4882
H -3.0522 5.1723 -4.2092 0.00 0.00 0.00 0.3810
C -0.4852 -0.3978 6.1882 0.00 0.00 0.00 -1.7312
C -0.2603 -0.0269 4.7560 0.03 0.00 -0.03 1.2954
C -1.0986 -0.4829 3.7437 0.02 -0.03 0.04 -0.9300
C -0.8512 -0.1323 2.4368 0.03 0.04 0.04 -0.0302
N 0.1774 0.6569 2.0870 0.01 0.10 -0.07 0.4192
C 0.9747 1.1302 3.0548 0.20 0.14 -0.10 -0.7137
C 0.7922 0.8047 4.3790 -0.04 -0.04 0.04 -0.9094
H -1.1508 -1.2541 6.2761 0.00 0.00 0.00 0.3841
H -0.9371 0.4396 6.7237 0.00 0.00 0.00 0.3734
H 0.4578 -0.6309 6.6823 0.00 0.00 0.00 0.4211
H -1.9384 -1.1281 3.9636 0.02 0.01 0.00 0.4504
H -1.4959 -0.4739 1.6398 -0.02 -0.02 -0.04 0.1008
H 1.7820 1.7824 2.7410 -0.23 -0.14 0.09 0.4215
H 1.4772 1.2045 5.1148 -0.01 0.00 0.01 0.4791
C 0.5783 -0.3979 -0.4228 0.11 0.27 0.31 1.4577
Ge 0.5281 -2.3791 -0.6107 -0.13 -0.07 -0.17 2.3765
C 2.0641 -3.0517 -1.5795 0.01 0.13 -0.01 -0.0736
C 2.8393 -2.2309 -2.3967 -0.11 -0.02 -0.07 -0.1046
C 3.9167 -2.7518 -3.1007 -0.03 -0.02 0.01 -0.6313
C 4.2233 -4.1008 -2.9954 -0.01 -0.01 0.02 -0.4824
C 3.4500 -4.9298 -2.1928 0.02 0.00 -0.03 -0.6542
C 2.3753 -4.4082 -1.4888 0.01 0.02 0.09 -0.6133
C 0.5300 -2.8847 1.2670 0.02 -0.04 -0.04 0.1736
C -0.5009 -3.6401 1.8200 -0.10 -0.03 -0.04 -0.3904
C -0.4599 -4.0114 3.1585 0.03 0.01 0.03 -0.7707
C 0.6125 -3.6292 3.9536 -0.01 0.01 -0.04 -0.5075
C 1.6497 -2.8797 3.4093 -0.04 0.01 0.01 -0.8188
C 1.6066 -2.5114 2.0733 0.02 0.02 0.00 -0.1744
C -1.1456 -2.7203 -1.5273 0.08 0.03 0.03 -0.0540
C -2.3662 -2.3743 -0.9504 0.01 0.07 0.06 0.5148
C -3.5527 -2.5634 -1.6401 -0.01 -0.03 -0.05 -0.8441
C -3.5280 -3.1063 -2.9184 0.02 0.00 0.02 -0.5688
C -2.3186 -3.4523 -3.5048 -0.04 0.00 0.02 -0.7517
C -1.1318 -3.2574 -2.8126 0.06 -0.05 0.00 -0.4421
H 2.5905 -1.1806 -2.4994 0.01 -0.13 -0.02 0.3689
H 4.5123 -2.1078 -3.7344 0.00 0.01 0.00 0.4195
H 5.0624 -4.5094 -3.5429 0.00 0.00 0.00 0.3917
H 3.6852 -5.9832 -2.1154 0.00 0.00 0.00 0.4165
H 1.7834 -5.0661 -0.8611 0.01 0.01 0.00 0.3861
H -1.3392 -3.9535 1.2026 0.08 0.03 0.06 0.4075
H -1.2591 -4.6101 3.5767 0.00 0.00 0.00 0.4507
H 0.6500 -3.9296 4.9934 0.00 0.00 -0.01 0.4917
H 2.4954 -2.5962 4.0232 0.00 0.00 0.00 0.4620
H 2.4304 -1.9423 1.6516 -0.01 -0.01 0.01 0.3304
H -2.4007 -1.9381 0.0432 -0.01 0.01 -0.03 0.0485
H -4.4931 -2.2804 -1.1865 0.00 0.01 0.00 0.4514
H -4.4533 -3.2556 -3.4592 0.00 0.00 0.00 0.3963
H -2.2989 -3.8715 -4.5022 0.00 0.00 0.00 0.4222
H -0.1902 -3.5283 -3.2772 0.00 0.00 -0.01 0.3771
```
Positions in Å, forces in eV/Å.

Computed properties:
HOMO energy: -11.520 eV
energy relative to the best compared isomer or geometry (same formula, charge and spin): 0.00 kJ/mol
total charge: +1



(2)
# C7H14BrN2

A structure of composition C7H14BrN2 in a non-equilibrium geometry (ωB97M-V/def2-TZVPD, the OMol25 dataset).

Geometry as XYZ:
```
24
Properties=species:S:1:pos:R:3:forces:R:3:nbo_charge:R:1
C 1.8528 -0.1061 -0.1122 -0.96 0.43 0.66 -0.4375
C 0.3810 1.8758 -0.2869 -0.93 -1.83 1.45 -0.4194
C -0.3667 -0.2007 -1.4883 0.70 -0.03 3.70 -0.5090
C 1.0801 -0.5952 1.1080 -2.21 -1.79 -1.25 -0.1954
C -0.4684 1.3080 0.9178 3.55 -1.67 -0.09 -0.1874
C 0.8899 0.6418 -1.0363 -0.18 -1.01 -0.99 -0.1959
C -0.9790 -0.9076 -0.2831 -2.16 1.29 2.47 0.5960
N -1.2364 -2.2419 -0.2478 -0.28 -0.26 -1.05 -0.8094
N -0.4856 -0.2114 1.0010 2.96 0.06 -3.13 -0.4201
Br -3.3430 -0.1447 0.0714 1.24 -0.04 -0.26 -0.4122
H 2.5978 0.5886 0.2885 0.13 -0.17 -0.53 0.2362
H 2.3230 -0.9615 -0.5449 0.41 -0.32 -0.66 0.2484
H -0.2500 2.6172 -0.7484 0.11 -0.01 -0.80 0.2540
H 1.1930 2.3267 0.2147 1.04 0.96 0.00 0.2307
H -0.9818 0.5841 -1.7513 -1.92 1.12 -1.04 0.2714
H -0.2895 -0.9202 -2.2227 0.71 -1.23 -1.88 0.2474
H 0.9817 -1.6836 1.2101 0.62 0.27 -0.05 0.2276
H 1.5329 -0.1759 1.9428 -0.04 0.71 2.01 0.2329
H 0.0163 1.4617 1.8634 0.19 0.92 0.42 0.2094
H -1.3979 1.6591 0.9499 -3.91 1.22 0.01 0.2434
H 1.3790 0.7876 -1.9888 0.32 0.83 -0.07 0.2610
H -1.7960 -2.7719 0.4698 0.94 1.54 -0.47 0.4475
H -1.6874 -2.4494 -1.1580 0.70 -0.33 0.58 0.4285
H -0.9460 -0.4806 1.8313 -1.02 -0.64 0.97 0.4517
```
Positions in Å, forces in eV/Å.

Computed properties:
HOMO energy: -12.868 eV
energy relative to the best compared isomer or geometry (same formula, charge and spin): 74.45 kJ/mol
total charge: +1



(3)
# C48H38Cl5IKN3O2PS2

A structure of composition C48H38Cl5IKN3O2PS2 in a non-equilibrium geometry (ωB97M-V/def2-TZVPD, the OMol25 dataset).

Geometry as XYZ:
```
101
Properties=species:S:1:pos:R:3:forces:R:3:mulliken_charge:R:1
K 0.0149 0.0935 0.3241 0.21 0.72 0.58 1.1049
S -1.9457 3.4813 3.5976 0.04 -0.27 -0.37 -0.4977
C -3.3400 2.8354 2.7903 0.20 -0.16 -0.06 0.7155
C -4.6733 3.1480 2.9881 -0.11 0.05 -0.01 -0.6320
C -5.6209 2.4836 2.2317 -0.12 0.06 0.09 -0.5675
C -5.2383 1.5159 1.3059 -0.02 -0.05 -0.11 -1.2108
C -3.9102 1.1999 1.1039 0.04 0.04 0.01 0.2911
C -2.9353 1.8647 1.8445 -0.91 0.66 0.60 -1.3726
N -1.5920 1.6754 1.7722 0.52 -0.39 -0.20 1.0751
C -0.9202 2.4053 2.5911 -0.96 0.41 0.37 -0.2132
C 0.5052 2.3968 2.7545 1.58 -0.01 0.03 1.0496
C 1.0713 2.9536 3.9119 -0.38 0.06 0.05 -0.8782
C 2.4326 2.9277 4.0945 0.12 0.22 0.33 -0.9714
C 3.2391 2.3321 3.1330 0.19 -0.14 -0.12 -0.7605
C 2.6695 1.7888 2.0003 0.00 0.12 0.30 -0.5790
C 1.2984 1.8236 1.7341 -0.29 0.55 0.17 0.5935
H -4.9615 3.9000 3.7078 -0.06 0.05 0.07 0.4073
H -6.6702 2.7130 2.3638 -0.03 0.02 0.01 0.3810
H -5.9970 1.0067 0.7288 -0.05 -0.05 -0.05 0.4441
H -3.6115 0.4391 0.4038 0.03 -0.09 -0.10 0.7319
H 0.4333 3.3975 4.6688 0.03 0.04 0.16 0.3841
H 2.8766 3.3621 4.9805 -0.01 0.04 0.09 0.3287
H 4.3127 2.3199 3.2746 0.16 -0.04 0.04 0.4309
H 3.3251 1.3369 1.2653 0.21 -0.10 -0.13 0.5241
Cl -5.5311 0.1074 -5.0216 -0.10 0.03 -0.09 -0.2451
C -4.2735 -0.1975 -3.8800 -0.06 -0.04 -0.06 0.2298
C -3.6441 0.8561 -3.2170 -0.08 -0.13 -0.06 -0.1610
Cl -4.1653 2.4655 -3.5192 -0.11 0.20 -0.02 -0.1499
C -2.6283 0.6237 -2.3123 -0.02 -0.14 0.08 0.8056
Cl -1.9265 1.9244 -1.4493 0.03 0.18 0.23 -0.1561
C -2.1587 -0.6918 -2.0078 -0.55 -0.16 -0.56 -2.5382
O -1.2261 -0.9383 -1.2040 -0.85 -0.87 -1.12 0.0717
C -2.8608 -1.7261 -2.6949 0.05 0.04 0.07 0.9214
Cl -2.3747 -3.3375 -2.3185 0.16 -0.40 -0.11 -0.3002
C -3.8812 -1.5012 -3.5937 -0.08 0.28 -0.08 0.3532
Cl -4.6796 -2.8174 -4.3683 -0.02 -0.14 -0.05 -0.2333
I 1.3732 -1.2998 -2.4848 0.32 -0.51 -0.39 0.0934
C 3.1577 -0.8960 -3.5608 -0.23 -0.73 0.17 0.0109
C 3.7608 -2.0085 -4.1091 -0.56 0.29 0.52 -0.5949
C 4.8354 -1.8967 -4.9881 0.44 0.39 -0.38 -0.8052
C 5.2739 -0.6527 -5.3517 -0.02 -0.47 0.07 -0.8325
C 4.7011 0.5069 -4.7887 -0.10 0.00 0.07 0.9555
C 5.1853 1.7647 -5.1982 -0.12 0.38 0.09 -0.9270
C 4.6571 2.9182 -4.6816 0.44 -0.26 -0.46 -1.1406
C 3.6715 2.8372 -3.7071 -0.35 -0.57 0.18 -0.3818
C 3.1744 1.6273 -3.2449 0.30 0.68 -0.03 0.9058
P 1.9643 1.8181 -1.8509 0.07 0.51 -0.05 1.2705
C 0.7758 2.7140 -2.9407 -0.05 0.18 0.11 1.4505
C 0.0595 1.9379 -3.8507 0.06 0.03 -0.03 -0.7097
C -0.8760 2.5099 -4.6883 0.09 -0.02 -0.13 -0.5768
C -1.1035 3.8752 -4.6481 -0.03 0.07 -0.02 -0.6845
C -0.3724 4.6605 -3.7750 -0.11 0.13 -0.16 -0.8944
C 0.5622 4.0889 -2.9286 0.11 -0.13 0.11 0.0931
C 2.7756 3.1683 -0.9094 0.01 -0.21 0.05 0.2756
C 1.9738 3.9666 -0.0955 0.00 0.02 -0.17 -0.7884
C 2.5390 4.8722 0.7810 0.00 0.22 0.02 -0.7035
C 3.9141 4.9599 0.9005 -0.01 0.07 0.00 -0.7404
C 4.7198 4.1250 0.1474 0.18 0.06 0.11 -0.7781
C 4.1582 3.2366 -0.7519 -0.08 -0.07 -0.07 -0.6181
C 3.6398 0.4130 -3.8248 0.32 0.22 -0.18 0.0695
H 3.3731 -2.9875 -3.8687 -0.06 -0.04 0.01 0.3987
H 5.2852 -2.7911 -5.3958 0.04 -0.02 -0.06 0.3802
H 6.0684 -0.5348 -6.0774 0.05 0.01 0.00 0.3521
H 5.9727 1.7998 -5.9399 0.04 -0.02 -0.03 0.3540
H 5.0040 3.8860 -5.0164 0.06 0.04 -0.02 0.4331
H 3.2845 3.7549 -3.2858 0.01 -0.02 -0.03 0.3462
H 0.2181 0.8693 -3.8923 -0.02 -0.03 0.01 -0.0425
H -1.4319 1.8836 -5.3701 -0.10 -0.07 -0.07 0.4628
H -1.8506 4.3193 -5.2888 -0.06 0.05 -0.07 0.4262
H -0.5254 5.7317 -3.7586 -0.02 0.05 0.05 0.4125
H 1.1223 4.7268 -2.2579 -0.01 -0.03 0.00 0.4208
H 0.8998 3.8623 -0.1389 -0.08 -0.01 0.03 0.5075
H 1.9075 5.4929 1.3974 -0.13 0.04 0.08 0.3650
H 4.3525 5.6673 1.5894 0.05 0.02 0.10 0.3860
H 5.7928 4.1555 0.2819 0.08 0.00 -0.07 0.3639
H 4.8073 2.5871 -1.3266 -0.02 0.00 -0.01 0.4442
C 3.2666 -4.5669 2.3879 0.01 0.04 -0.03 -1.1423
C 2.9507 -3.1344 2.7673 -0.42 -0.03 -0.48 -0.4360
S 1.5472 -2.5219 1.6924 0.41 -1.91 1.25 0.1656
O 1.6223 -1.0635 1.6747 0.68 0.86 0.24 -0.5098
C 0.2087 -2.9156 2.8946 0.27 0.06 -0.30 0.6399
C 0.2081 -1.9810 4.0841 0.17 0.08 -0.05 -1.1076
H 4.0907 -4.9633 2.9783 0.03 -0.02 0.07 0.4042
H 3.5382 -4.6261 1.3386 0.07 -0.08 -0.16 0.2965
H 2.3995 -5.2041 2.5412 -0.09 -0.18 0.04 0.2619
H 3.7875 -2.4701 2.5673 -0.04 0.16 -0.09 0.4519
H 2.6739 -3.0558 3.8145 -0.05 0.19 0.05 0.2138
H 0.3024 -3.9639 3.1708 -0.02 -0.16 -0.08 0.6584
H -0.6942 -2.7745 2.3138 -0.20 -0.10 -0.12 -0.9312
H 0.9548 -2.2667 4.8234 -0.01 0.04 0.09 0.3838
H -0.7731 -1.9820 4.5561 -0.01 -0.01 0.02 0.3913
H 0.4332 -0.9706 3.7419 -0.05 0.13 0.07 0.1270
N -2.8062 -2.8933 0.9055 -0.03 -0.25 0.05 0.1755
C -3.2335 -3.8172 1.7862 -0.03 -0.04 0.14 -0.3648
C -3.4374 -3.1576 2.9774 -0.07 -0.19 -0.01 -0.9626
C -3.1113 -1.8220 2.7047 -0.07 -0.27 -0.04 -0.6137
N -2.7279 -1.6888 1.4513 0.32 0.91 -0.31 0.0703
H -2.5572 -3.0127 -0.0716 0.02 0.08 0.14 -0.0702
H -3.3651 -4.8450 1.5146 -0.01 -0.20 -0.09 0.4410
H -3.7776 -3.5730 3.9022 -0.10 -0.15 0.21 0.4146
H -3.1469 -0.9705 3.3569 0.03 0.21 0.07 0.7057
```
Positions in Å, forces in eV/Å.

Computed properties:
HOMO energy: -3.643 eV
energy relative to the best compared isomer or geometry (same formula, charge and spin): 152.95 kJ/mol
total charge: -1